# C27H28Cl3ErN8OSSe

A molecular structure, C27H28Cl3ErN8OSSe in a non-equilibrium geometry (wB97M-V/def2-TZVPD, OMol25).

Values from the calculation:
2S+1: 4
Kohn-Sham gap (spin up / spin down): 7.00 / 7.00 eV
lowest unoccupied orbital energy (spin up / spin down): -6.0 / -6.0 eV
energy above the lowest of the compared OMol25 structures with the same formula, charge and spin: 0.7635 eV
electronic energy: -183784.1300 eV
net charge: +2
⟨S²⟩: 3.75

Cartesian coordinates (Å):
Er 0.29 -0.01 -0.61
C 1.62 -2.98 0.61
C 2.72 -1.94 0.69
N 2.18 -0.61 1.06
C 1.80 -0.55 2.48
C 0.34 -0.88 2.72
C -0.07 -1.27 3.99
C -1.41 -1.57 4.19
C -2.28 -1.51 3.11
C -1.79 -1.10 1.88
C -2.70 -1.02 0.68
N -1.99 -1.20 -0.59
C -1.80 -2.63 -0.94
C -0.69 -3.27 -0.13
N 0.58 -2.54 -0.33
N -0.50 -0.77 1.69
H 2.06 -3.94 0.32
H 1.16 -3.11 1.59
H 3.48 -2.27 1.41
H 3.21 -1.84 -0.28
H 2.93 0.06 0.93
H 2.41 -1.23 3.08
H 2.00 0.46 2.85
H 0.64 -1.34 4.80
H -1.77 -1.87 5.16
H -3.32 -1.78 3.22
H -3.50 -1.76 0.80
H -3.17 -0.03 0.68
H -2.58 -0.82 -1.33
H -2.73 -3.20 -0.78
H -1.55 -2.69 -2.00
H -0.93 -3.25 0.93
H -0.60 -4.33 -0.42
H 0.88 -2.73 -1.29
Cl -4.06 0.83 -6.31
C -2.80 0.38 -5.23
C -2.29 1.31 -4.34
C -1.29 0.91 -3.48
Cl -0.59 2.02 -2.32
C -0.75 -0.39 -3.43
O 0.18 -0.71 -2.56
C -1.28 -1.28 -4.38
Cl -0.59 -2.87 -4.47
C -2.29 -0.91 -5.26
H -2.66 2.33 -4.33
H -2.67 -1.63 -5.98
Se 0.22 2.55 1.85
N -0.91 1.86 0.65
C -2.00 2.63 0.65
C -3.14 2.46 -0.17
C -4.18 3.33 -0.02
C -4.16 4.39 0.92
C -3.08 4.60 1.73
C -1.97 3.72 1.61
N -0.86 3.81 2.32
H -3.17 1.68 -0.92
H -5.06 3.21 -0.64
H -5.01 5.06 0.98
H -3.03 5.41 2.44
S 2.43 2.07 -0.86
C 3.10 1.07 -2.02
N 3.97 1.57 -2.96
C 4.53 0.80 -3.91
C 4.23 -0.53 -3.96
C 3.32 -1.00 -3.00
N 2.79 -0.24 -2.06
H 4.16 2.56 -2.92
H 5.21 1.28 -4.61
H 4.66 -1.18 -4.70
H 3.01 -2.04 -3.01

Atomic partial charges in e from the Mulliken method, atoms 1 to 8: Er 0.699; C -0.829; C -0.909; N -0.057; C -1.790; C 0.890; C -1.120; C -0.810

---

# C27H28F2N4O4S

C27H28F2N4O4S in the gas phase in a non-equilibrium geometry (wB97M-V/def2-TZVPD, OMol25).

Values from the calculation:
2S+1: 1
Kohn-Sham gap: 8.41 eV
structure (SMILES): CCN(CC(=O)Nc1c(F)cccc1F)C(=O)c1cccc(S(=O)(=O)N2CCN(c3ccccc3)CC2)c1
lowest unoccupied orbital energy: 0.5 eV
energy above the lowest of the compared OMol25 structures with the same formula, charge and spin: 0.0092 eV
electronic energy: -58874.4826 eV
net charge: 0

Cartesian coordinates (Å):
C 1.20 -5.63 4.23
C 1.59 -4.21 4.62
N 1.50 -3.29 3.50
C 0.18 -2.87 3.09
C -0.18 -3.32 1.67
O 0.18 -4.38 1.22
N -1.00 -2.46 1.00
C -1.64 -2.86 -0.18
C -2.35 -4.06 -0.24
F -2.47 -4.80 0.87
C -2.99 -4.49 -1.39
C -2.95 -3.70 -2.52
C -2.29 -2.48 -2.50
C -1.64 -2.09 -1.34
F -0.99 -0.91 -1.34
C 2.62 -3.07 2.76
O 3.71 -3.52 3.06
C 2.42 -2.20 1.55
C 2.75 -2.68 0.29
C 2.49 -1.93 -0.84
C 1.84 -0.70 -0.73
C 1.54 -0.22 0.53
S 0.40 1.11 0.85
O -0.82 0.44 1.23
O 0.96 2.01 1.83
N 0.19 1.83 -0.63
C -1.16 2.25 -0.96
C -1.45 3.63 -0.35
N -0.47 4.61 -0.76
C -0.64 5.32 -1.94
C -1.69 5.08 -2.83
C -1.87 5.86 -3.96
C -0.99 6.89 -4.26
C 0.05 7.14 -3.38
C 0.22 6.38 -2.25
C 0.85 4.20 -0.34
C 1.20 2.83 -0.94
C 1.87 -0.93 1.67
H 1.87 -5.99 3.46
H 1.26 -6.28 5.10
H 0.19 -5.66 3.83
H 0.96 -3.83 5.43
H 2.63 -4.19 4.95
H -0.54 -3.37 3.75
H 0.03 -1.79 3.20
H -1.00 -1.46 1.20
H -3.52 -5.43 -1.37
H -3.45 -4.02 -3.42
H -2.25 -1.84 -3.36
H 3.19 -3.66 0.21
H 2.75 -2.31 -1.81
H 1.55 -0.14 -1.60
H -1.84 1.50 -0.56
H -1.24 2.28 -2.05
H -2.46 3.97 -0.60
H -1.38 3.54 0.74
H -2.40 4.28 -2.65
H -2.69 5.64 -4.63
H -1.12 7.49 -5.14
H 0.74 7.95 -3.58
H 1.03 6.63 -1.57
H 1.60 4.93 -0.65
H 0.86 4.12 0.75
H 2.15 2.47 -0.54
H 1.27 2.90 -2.03
H 1.66 -0.49 2.63

Atomic partial charges in e from the Mulliken method, atoms 1 to 8: C -1.037; C -0.777; N 0.215; C -1.213; C 0.878; O -0.595; N 0.060; C 0.313

---

Which of these has the lowest energy above the lowest of the compared OMol25 structures with the same formula, charge and spin?
C27H28F2N4O4S

---

Repeat the first record exactly.
# C27H28Cl3ErN8OSSe

A molecular structure, C27H28Cl3ErN8OSSe in a non-equilibrium geometry (wB97M-V/def2-TZVPD, OMol25).

Values from the calculation:
2S+1: 4
Kohn-Sham gap (spin up / spin down): 7.00 / 7.00 eV
lowest unoccupied orbital energy (spin up / spin down): -6.0 / -6.0 eV
energy above the lowest of the compared OMol25 structures with the same formula, charge and spin: 0.7635 eV
electronic energy: -183784.1300 eV
net charge: +2
⟨S²⟩: 3.75

Cartesian coordinates (Å):
Er 0.29 -0.01 -0.61
C 1.62 -2.98 0.61
C 2.72 -1.94 0.69
N 2.18 -0.61 1.06
C 1.80 -0.55 2.48
C 0.34 -0.88 2.72
C -0.07 -1.27 3.99
C -1.41 -1.57 4.19
C -2.28 -1.51 3.11
C -1.79 -1.10 1.88
C -2.70 -1.02 0.68
N -1.99 -1.20 -0.59
C -1.80 -2.63 -0.94
C -0.69 -3.27 -0.13
N 0.58 -2.54 -0.33
N -0.50 -0.77 1.69
H 2.06 -3.94 0.32
H 1.16 -3.11 1.59
H 3.48 -2.27 1.41
H 3.21 -1.84 -0.28
H 2.93 0.06 0.93
H 2.41 -1.23 3.08
H 2.00 0.46 2.85
H 0.64 -1.34 4.80
H -1.77 -1.87 5.16
H -3.32 -1.78 3.22
H -3.50 -1.76 0.80
H -3.17 -0.03 0.68
H -2.58 -0.82 -1.33
H -2.73 -3.20 -0.78
H -1.55 -2.69 -2.00
H -0.93 -3.25 0.93
H -0.60 -4.33 -0.42
H 0.88 -2.73 -1.29
Cl -4.06 0.83 -6.31
C -2.80 0.38 -5.23
C -2.29 1.31 -4.34
C -1.29 0.91 -3.48
Cl -0.59 2.02 -2.32
C -0.75 -0.39 -3.43
O 0.18 -0.71 -2.56
C -1.28 -1.28 -4.38
Cl -0.59 -2.87 -4.47
C -2.29 -0.91 -5.26
H -2.66 2.33 -4.33
H -2.67 -1.63 -5.98
Se 0.22 2.55 1.85
N -0.91 1.86 0.65
C -2.00 2.63 0.65
C -3.14 2.46 -0.17
C -4.18 3.33 -0.02
C -4.16 4.39 0.92
C -3.08 4.60 1.73
C -1.97 3.72 1.61
N -0.86 3.81 2.32
H -3.17 1.68 -0.92
H -5.06 3.21 -0.64
H -5.01 5.06 0.98
H -3.03 5.41 2.44
S 2.43 2.07 -0.86
C 3.10 1.07 -2.02
N 3.97 1.57 -2.96
C 4.53 0.80 -3.91
C 4.23 -0.53 -3.96
C 3.32 -1.00 -3.00
N 2.79 -0.24 -2.06
H 4.16 2.56 -2.92
H 5.21 1.28 -4.61
H 4.66 -1.18 -4.70
H 3.01 -2.04 -3.01

Atomic partial charges in e from the Mulliken method, atoms 1 to 8: Er 0.699; C -0.829; C -0.909; N -0.057; C -1.790; C 0.890; C -1.120; C -0.810

---

What is the electronic energy in the first record?
-183784.1300 eV